The following is a DFT calculation (wB97M-V/def2-TZVPD) of a cluster of 2 separate species, C3H11NO2 in total.

Bonds (Å) are listed after each position.
Geometry (Å):
1 O -0.178 2.071 -0.459  C4 1.445, H17 0.970
2 O -0.276 0.716 -4.354  H14 0.969, H15 0.960
3 N -0.282 -2.472 1.774  C5 1.484, H8 1.015, H13 1.010
4 C 0.516 1.094 0.348  O1 1.445, C6 1.523, H11 1.095, H16 1.079
5 C 0.320 -1.211 1.272  N3 1.484, C6 1.527, H7 1.106, H12 1.097
6 C -0.458 0.027 0.830  C4 1.523, C5 1.527, H9 1.095, H10 1.091
7 H 0.829 -1.551 0.350  C5 1.106
8 H -1.295 -2.416 1.787  N3 1.015
9 H -1.089 0.411 1.637  C6 1.095
10 H -1.049 -0.295 -0.029  C6 1.091
11 H 1.341 0.636 -0.209  C4 1.095
12 H 1.070 -0.928 2.020  C5 1.097
13 H 0.012 -2.659 2.722  N3 1.010
14 H -1.152 0.958 -4.018  O2 0.969
15 H 0.268 1.415 -3.985  O2 0.960
16 H 0.906 1.614 1.209  C4 1.079
17 H 0.518 2.589 -0.893  O1 0.970

Largest force on an atom in eV Å⁻¹: 1.683
Highest occupied orbital energy in eV: -9.3
Lowest unoccupied orbital energy in eV: 0.5932
E_tot in hartree: -326.10293
Multiplicity: 1
ΔE to the lowest compared entry with this formula, charge and spin in eV: 0.777
SMILES: NCCCO.O
Total charge: 0